Entry 1:
The following is a DFT calculation (ωB97M-V with the def2-TZVPD basis set) of a cluster of 2 separate species, C2H5NO in total in a non-equilibrium geometry.

CARTESIAN COORDINATES (ANGSTROEM)
1 C -0.0575 -1.6756 -0.1418
2 C 0.9442 0.9893 -0.2233
3 N 0.6242 -2.3409 0.7608
4 O -0.8576 -1.9884 -0.9647
5 H 1.6151 0.2333 -0.5071
6 H 0.3021 1.5125 -0.9401
7 H 0.8655 1.2978 0.7776
8 H 1.1645 -1.8598 1.5421
9 H 0.8512 -3.3201 0.7018

molar mass = 59.07 g/mol
energy above the lowest of the compared OMol25 structures with the same formula, charge and spin = 94.18 kcal/mol

=====

Entry 2:
The following is a DFT calculation (ωB97M-V with the def2-TZVPD basis set) of a cluster of 5 separate species, C45H95N5O5 in total in a non-equilibrium geometry.

CARTESIAN COORDINATES (ANGSTROEM)
1 C 0.6772 8.1946 1.0542
2 C -0.5508 8.6566 0.1292
3 C -0.6639 7.7176 -1.1225
4 C -1.0648 6.3078 -0.8134
5 C -2.4123 6.3879 -0.1471
6 C -2.5605 7.3758 0.9702
7 N -1.8322 8.5447 0.8808
8 O -1.7934 9.4737 1.8812
9 C -4.0434 7.8756 1.0198
10 C -2.2517 6.6006 2.3836
11 C -0.2469 10.0506 -0.3988
12 H 0.4803 8.5413 2.0687
13 H 1.5811 8.6810 0.6875
14 H 0.9824 7.1510 1.1307
15 H -1.4328 8.0365 -1.8263
16 H 0.2341 7.6409 -1.7354
17 H -0.2879 5.7194 -0.3251
18 H -1.2281 5.6069 -1.6320
19 H -2.6801 5.3571 0.0853
20 H -3.0581 6.6640 -0.9807
21 H -4.7034 7.0105 1.0833
22 H -4.3835 8.6000 1.7599
23 H -4.3188 8.4838 0.1582
24 H -1.2123 6.2885 2.4853
25 H -2.4184 7.2163 3.2675
26 H -2.7939 5.6558 2.4216
27 H 0.1673 10.1243 -1.4044
28 H 0.3502 10.5784 0.3448
29 H -1.1966 10.5006 -0.6880
30 H -2.4860 10.0746 1.5970
31 C 6.7551 -0.2660 -1.5153
32 C 6.0001 0.9098 -2.1179
33 C 4.5376 0.8463 -1.6927
34 C 4.1567 1.6113 -0.3959
35 C 4.7754 2.9015 -0.2809
36 C 6.3351 3.0267 -0.6163
37 N 6.5161 2.3074 -1.9861
38 O 7.8842 2.5387 -2.4720
39 C 6.5705 4.4915 -0.7536
40 C 7.1612 2.2954 0.4859
41 C 5.9837 0.7469 -3.6434
42 H 6.5980 -0.3682 -0.4415
43 H 7.8192 -0.0346 -1.4667
44 H 6.5683 -1.3055 -1.7847
45 H 3.9446 1.1157 -2.5667
46 H 4.2508 -0.1845 -1.4847
47 H 4.6456 1.0566 0.4050
48 H 3.1075 1.7479 -0.1337
49 H 4.6480 3.2810 0.7330
50 H 4.2508 3.7026 -0.8016
51 H 5.8857 5.0630 -1.3802
52 H 6.5201 4.8654 0.2690
53 H 7.6279 4.6052 -0.9927
54 H 6.6633 1.5501 1.1062
55 H 7.9912 1.7973 -0.0153
56 H 7.7704 3.0228 1.0223
57 H 6.9935 0.7839 -4.0521
58 H 5.4339 1.4588 -4.2590
59 H 5.6830 -0.2641 -3.9183
60 H 7.7883 3.2766 -3.0786
61 C -6.6257 -6.6690 -0.8448
62 C -6.5522 -5.7884 0.4583
63 C -5.0747 -5.4625 0.6943
64 C -4.6907 -4.2012 1.5484
65 C -5.5789 -2.9682 1.4397
66 C -7.1109 -3.2780 1.1421
67 N -7.2575 -4.4737 0.3271
68 O -8.5384 -4.6276 -0.1112
69 C -7.9352 -3.3992 2.3660
70 C -7.6475 -2.1173 0.1418
71 C -7.0280 -6.7317 1.6992
72 H -6.6698 -5.9240 -1.6392
73 H -7.4910 -7.3295 -0.7898
74 H -5.7283 -7.2868 -0.8810
75 H -4.6480 -6.3616 1.1388
76 H -4.5678 -5.4422 -0.2704
77 H -3.6151 -4.0359 1.6106
78 H -4.8957 -4.5706 2.5532
79 H -5.1271 -2.6000 0.5186
80 H -5.4482 -2.2048 2.2067
81 H -7.6576 -2.5686 3.0150
82 H -9.0077 -3.3076 2.1948
83 H -7.6869 -4.3747 2.7842
84 H -7.4410 -1.1468 0.5930
85 H -7.3124 -2.1398 -0.8951
86 H -8.7361 -2.1604 0.1756
87 H -8.1141 -6.7904 1.7696
88 H -6.8364 -6.1466 2.5987
89 H -6.5733 -7.7189 1.6168
90 H -9.1098 -4.7813 0.6448
91 C 0.0249 -1.5763 3.2853
92 C -0.7275 -0.8797 2.2465
93 C -2.2390 -0.6498 2.6087
94 C -2.3929 0.3818 3.6614
95 C -1.8310 1.7171 3.1386
96 C -0.2702 1.6653 2.6651
97 N -0.1177 0.4135 1.8943
98 O 1.1763 0.2313 1.2584
99 C -0.1018 2.8830 1.6989
100 C 0.5791 1.7109 3.8994
101 C -0.6063 -1.8131 1.0766
102 H 0.9507 -1.8410 2.7746
103 H -0.5187 -2.4977 3.4946
104 H 0.2444 -1.0787 4.2299
105 H -2.6992 -0.3488 1.6676
106 H -2.7730 -1.5192 2.9923
107 H -1.9442 0.0343 4.5919
108 H -3.4353 0.6005 3.8933
109 H -2.0086 2.3645 3.9973
110 H -2.4965 2.1459 2.3894
111 H -0.8595 2.6785 0.9425
112 H -0.2121 3.8861 2.1108
113 H 0.8252 2.8459 1.1268
114 H 0.2688 2.5352 4.5415
115 H 0.6157 0.9365 4.6656
116 H 1.5608 1.8952 3.4628
117 H -1.2558 -1.4963 0.2606
118 H -0.7718 -2.8798 1.2282
119 H 0.3741 -1.9302 0.6147
120 H 1.8985 0.4437 1.8541
121 C 4.8655 -4.7041 -3.5153
122 C 3.6533 -5.7274 -3.7632
123 C 3.8963 -7.0654 -3.0016
124 C 3.4505 -6.9797 -1.5384
125 C 1.9904 -6.5372 -1.4795
126 C 1.7454 -5.1797 -2.0977
127 N 2.3019 -5.1518 -3.4314
128 O 1.9546 -4.0810 -4.1419
129 C 0.2433 -4.8914 -1.9697
130 C 2.3414 -4.0962 -1.2389
131 C 3.6063 -6.0667 -5.2408
132 H 4.8211 -3.8185 -4.1492
133 H 5.8518 -5.1478 -3.6514
134 H 4.9245 -4.3417 -2.4890
135 H 3.4891 -7.9990 -3.3899
136 H 4.9826 -7.1515 -2.9742
137 H 4.0812 -6.2218 -1.0736
138 H 3.4998 -7.8447 -0.8770
139 H 1.7392 -6.5116 -0.4191
140 H 1.4242 -7.3201 -1.9841
141 H -0.2367 -5.2305 -1.0518
142 H -0.0256 -3.8925 -2.3133
143 H -0.1226 -5.6078 -2.7053
144 H 1.7492 -3.9918 -0.3298
145 H 3.3014 -4.4086 -0.8282
146 H 2.2502 -3.1001 -1.6722
147 H 2.8365 -6.8214 -5.4022
148 H 4.5843 -6.5251 -5.3873
149 H 3.4026 -5.2196 -5.8958
150 H 1.1284 -4.3126 -4.5723

molar mass = 786.28 g/mol
energy above the lowest of the compared OMol25 structures with the same formula, charge and spin = 156.31 kcal/mol
SMILES = CC1(C)CCCC(C)(C)N1O.CC1(C)CCCC(C)(C)N1O.CC1(C)CCCC(C)(C)N1O.CC1(C)CCCC(C)(C)N1O.CC1(C)CCCC(C)(C)N1O

=====

Entry 3:
The following is a DFT calculation (ωB97M-V with the def2-TZVPD basis set) of a cluster of 2 separate species, C3H7N5 in total in a non-equilibrium geometry.

CARTESIAN COORDINATES (ANGSTROEM)
1 C -0.4608 0.3403 -0.1394
2 C 1.6488 0.9846 0.3093
3 C 2.2160 -0.3384 -0.0414
4 H -2.9758 -1.1502 0.0707
5 H -1.7025 -0.4101 1.2910
6 H -2.0862 1.3475 -0.7182
7 H 1.6904 1.0970 1.3408
8 H 2.3456 1.8929 0.0456
9 H 3.1117 -0.5909 -0.4585
10 H -0.4453 -1.7211 -0.1513
11 N -2.8558 -0.1995 0.5290
12 N -1.8176 0.2822 -0.7958
13 N 0.2723 1.4163 -0.0401
14 N 1.4160 -1.3481 -0.2631
15 N 0.0761 -1.0629 0.2569

molar mass = 113.12 g/mol
energy above the lowest of the compared OMol25 structures with the same formula, charge and spin = 143.88 kcal/mol